The following is a quantum chemistry calculation of a 3-piece molecular cluster, C23H23N2O8P3S2 overall in a non-equilibrium geometry, from OMol25.

Each line ends with the natural charge from an NBO analysis.
Atoms and positions in Å:
C 2.6245 -1.4583 -1.9870  -0.640
C 1.3474 -2.3759 -1.5153  -0.405
C -0.0843 -1.9522 -2.2689  -0.490
C -0.6445 -0.5289 -1.6788  0.126
C -0.3903 0.8124 -2.6418  -0.314
P 0.5446 0.7437 -4.3340  1.172
N -0.2029 -0.2432 -5.4186  -1.266
C -0.9261 2.2819 -2.1512  -0.090
C -1.6905 2.3040 -0.7011  -0.089
C -2.0001 1.0336 0.2877  -0.257
P -2.9676 1.3697 1.8995  0.786
S -4.6141 2.4277 1.5697  -0.546
C -1.4366 -0.4454 -0.2094  -0.410
P -1.7533 -1.9342 0.9440  1.695
O -0.9762 -3.4211 0.4540  -0.984
O -3.4893 -2.3042 1.0143  -0.936
S -1.0961 -1.5779 2.7825  -0.541
C -2.0141 3.9070 -0.5886  0.638
O -2.4645 4.6748 0.4066  -0.505
N -1.6828 4.6767 -1.8828  -0.642
C -0.8732 3.7711 -2.8346  0.651
O -0.3377 4.2306 -3.9681  -0.533
H 2.8722 -1.6962 -3.1269  0.222
H 2.3563 -0.2965 -1.9606  0.211
H 3.5731 -1.6919 -1.3014  0.233
H 1.5112 -3.5367 -1.6196  0.228
H 1.1783 -2.1740 -0.3546  0.209
H -0.9356 -2.7598 -2.0709  0.244
H 0.1036 -1.9679 -3.4299  0.266
H 1.9046 0.3164 -4.0338  0.021
H 0.6376 2.0348 -4.9905  0.032
H 0.5257 -0.9941 -5.6066  0.356
H -2.0599 2.0763 2.8097  0.038
H -3.4310 0.1060 2.4259  0.056
H -0.5504 -3.8855 1.2587  0.538
H -3.7081 -2.7783 0.1369  0.503
H -0.9486 5.3604 -1.5668  0.414
C -3.3882 -2.8693 5.4243  -0.227
C -4.6105 -3.1987 5.8530  -0.231
C -4.9263 -3.2604 7.2937  0.468
O -6.0443 -3.5637 7.6869  -0.485
C -3.8401 -2.9426 8.2418  -0.224
C -2.6178 -2.6132 7.8132  -0.232
C -2.3020 -2.5515 6.3724  0.480
O -1.1840 -2.2482 5.9792  -0.494
H -3.1397 -2.8201 4.3712  0.243
H -5.4181 -3.4338 5.1701  0.234
H -4.0886 -2.9918 9.2949  0.234
H -1.8101 -2.3781 8.4960  0.233
C 4.0381 2.6506 -3.1198  -0.246
C 4.7033 3.7637 -2.7958  -0.200
C 6.1701 3.7587 -2.6300  0.462
O 6.7795 4.7766 -2.3315  -0.470
C 6.8733 2.4772 -2.8376  -0.214
C 6.2081 1.3641 -3.1616  -0.236
C 4.7413 1.3691 -3.3274  0.496
O 4.1319 0.3512 -3.6259  -0.517
H 2.9623 2.6368 -3.2445  0.226
H 4.2020 4.7116 -2.6408  0.238
H 7.9491 2.4910 -2.7129  0.238
H 6.7094 0.4162 -3.3166  0.237

## Properties
SMILES string = CCCc1c([PH2]=N)c2c(c([PH2]=S)c1P(O)(O)=S)C(=O)NC2=O.O=C1C=CC(=O)C=C1.O=C1C=CC(=O)C=C1
Charge = 0
Maximum force = 0.166 hartree/bohr
Frontier orbital gap = 6.13 eV
Total energy = -93107.123 eV

The following is a quantum chemistry calculation of C23H23N3O3Re as an isolated structure in a non-equilibrium geometry, from OMol25.

Each line ends with the natural charge from an NBO analysis.
Atoms and positions in Å:
Re 0.0000 0.0000 0.0000  1.319
O -3.6092 0.3861 -2.0512  -0.630
C -3.2049 -0.7377 -2.7319  0.404
C -4.1608 -1.3402 -3.5535  -0.269
C -3.8252 -2.4690 -4.2986  -0.088
C -2.5374 -2.9938 -4.2145  -0.208
C -1.5854 -2.3888 -3.3843  -0.144
C -1.8911 -1.2454 -2.6208  -0.254
C -0.7588 -0.6492 -1.7420  0.434
O -1.0935 0.5733 -1.5476  -0.537
N 0.2182 -1.5312 -1.4770  -0.205
N 1.4491 -1.1493 -0.7612  -0.314
C 2.4038 -0.9825 -1.6128  0.194
C 3.3761 0.0541 -1.2653  -0.157
C 4.7469 -0.0723 -1.4918  -0.151
C 5.5691 0.9962 -1.1529  -0.097
C 5.0021 2.1580 -0.6241  -0.101
C 3.6112 2.2571 -0.4416  -0.217
C 2.7358 1.2114 -0.7636  0.410
O 1.4548 1.2485 -0.6464  -0.536
H -2.7310 0.7067 -1.6753  0.466
H -5.1545 -0.9107 -3.6118  0.270
H -4.5627 -2.9318 -4.9447  0.261
H -2.2583 -3.8679 -4.7934  0.256
H -0.5801 -2.8000 -3.3370  0.226
H 2.4167 -1.4042 -2.6287  0.283
H 5.1482 -0.9884 -1.9030  0.265
H 6.6406 0.9297 -1.2970  0.274
H 5.6275 3.0013 -0.3536  0.277
H 3.1813 3.1733 -0.0421  0.266
C -2.2430 -1.3445 0.3306  -0.484
N -1.3158 -0.8278 1.3405  -0.364
C -1.8098 0.4476 1.8658  -0.437
C -1.1149 -1.8002 2.4192  -0.267
C 0.3371 -2.0696 2.3123  -0.049
C 1.0827 -2.9361 3.1062  -0.146
C 2.4491 -3.0650 2.8613  -0.021
C 3.0491 -2.3316 1.8338  -0.233
C 2.2829 -1.4667 1.0479  -0.095
C 0.9169 -1.3307 1.2844  -0.040
H -3.2386 -1.5391 0.7457  0.277
H -1.8618 -2.2751 -0.1048  0.271
H -2.3465 -0.6324 -0.4957  0.242
H -2.7834 0.3417 2.3581  0.308
H -1.9087 1.1828 1.0594  0.238
H -1.1011 0.8693 2.5877  0.283
H -1.6821 -2.7278 2.2768  0.281
H -1.3508 -1.3994 3.4123  0.274
H 0.6123 -3.5036 3.9031  0.270
H 3.0496 -3.7363 3.4696  0.274
H 4.1144 -2.4335 1.6446  0.265
H 2.7432 -0.8945 0.2486  0.225
H -1.6121 0.5582 0.2537  0.235

## Properties
Charge = +3
Maximum force = 0.243 hartree/bohr
Frontier orbital gap (spin up / spin down) = 3.51 / 3.48 eV
Total energy = -36921.891 eV

The following is a quantum chemistry calculation of one molecule with the formula C23H23N3O4S in a non-equilibrium geometry, from OMol25.

Each line ends with the natural charge from an NBO analysis.
Atoms and positions in Å:
C 2.2771 3.2517 0.4013  -0.665
C 1.2385 2.1858 0.2972  0.265
C 1.3752 0.9942 -0.3178  -0.190
C 2.6444 0.5833 -0.9731  0.672
O 3.7382 0.8548 -0.5168  -0.612
N 2.4535 -0.1181 -2.1298  -0.620
C 3.4054 -0.6993 -2.9740  0.234
C 4.7611 -0.7543 -2.6665  -0.272
C 5.6392 -1.3590 -3.5476  -0.187
C 5.1865 -1.9123 -4.7330  -0.234
C 3.8366 -1.8603 -5.0389  -0.193
C 2.9503 -1.2592 -4.1669  -0.273
H 1.8963 -1.2212 -4.4083  0.205
H 3.4709 -2.2896 -5.9599  0.215
H 5.8791 -2.3815 -5.4151  0.213
H 6.6898 -1.3968 -3.3015  0.215
H 5.1172 -0.3228 -1.7467  0.255
H 1.5082 -0.1738 -2.4829  0.396
C 0.2525 -0.0266 -0.1944  -0.265
C 0.4303 -0.7921 1.0866  0.288
C 0.8928 -2.0526 1.3233  -0.299
C 0.8613 -2.2255 2.7287  -0.311
C 0.3836 -1.0592 3.2362  0.091
O 0.1224 -0.1834 2.2513  -0.416
H 0.1897 -0.7388 4.2405  0.204
H 1.1536 -3.0978 3.2761  0.231
H 1.2146 -2.7662 0.5926  0.232
C -1.0764 0.7027 -0.1649  -0.246
C -1.1322 1.8940 0.4692  0.128
N 0.0123 2.5347 0.8414  -0.586
H -0.0825 3.4455 1.2670  0.419
S -2.6407 2.7549 0.8509  0.272
C -3.1970 1.7259 2.2589  -0.612
C -3.9472 0.4971 1.7815  0.786
O -5.0587 0.5256 1.3302  -0.584
O -3.2080 -0.5930 1.9515  -0.515
C -3.7920 -1.8530 1.5562  0.081
C -2.6458 -2.8346 1.3744  -0.621
H -2.0836 -2.9301 2.3002  0.211
H -1.9751 -2.4892 0.5927  0.220
H -3.0410 -3.8061 1.0936  0.216
C -4.7836 -2.3159 2.6169  -0.632
H -4.2804 -2.4306 3.5749  0.204
H -5.5874 -1.5914 2.7205  0.229
H -5.2111 -3.2700 2.3235  0.217
H -4.3116 -1.6874 0.6043  0.219
H -2.3260 1.4514 2.8505  0.246
H -3.8729 2.3702 2.8194  0.255
C -2.1756 0.0712 -0.7507  0.281
N -3.0258 -0.4936 -1.2802  -0.324
H 0.2633 -0.7565 -1.0087  0.239
H 1.9778 4.1298 -0.1715  0.221
H 2.3933 3.5456 1.4436  0.224
H 3.2319 2.8883 0.0377  0.273

## Properties
SMILES string = CC1=C(C(=O)Nc2ccccc2)[C@@H](c2ccco2)C(C#N)=C(SCC(=O)OC(C)C)N1
Relative energy (zero: lowest compared OMol25 entry of this formula, charge and spin) = 25.6 kcal/mol
Charge = 0
Maximum force = 0.023 hartree/bohr
Frontier orbital gap = 8.52 eV
Total energy = -47719.856 eV

The following is a quantum chemistry calculation of C23H23N4O10ReS2 as an isolated structure in a non-equilibrium geometry, from OMol25.

Each line ends with the natural charge from an NBO analysis.
Atoms and positions in Å:
Re 8.4977 8.9231 12.7331  1.736
S 6.1650 8.1496 12.7016  -0.105
C 6.9580 6.8059 12.0279  0.091
C 6.3540 5.7558 11.3638  -0.263
C 7.1810 4.8527 10.7785  -0.133
C 8.5757 4.9668 10.7892  -0.297
C 9.1240 6.0382 11.4973  0.106
N 8.2845 6.9277 12.0982  -0.526
H 5.2881 5.6114 11.3520  0.230
H 6.7795 3.9984 10.2603  0.207
H 9.0880 4.1437 10.3175  0.223
H 10.1823 6.2156 11.6693  0.226
C 14.0442 9.2167 18.3464  -0.622
C 12.7744 8.8250 17.5422  -0.034
C 11.5196 9.1604 18.0281  -0.159
C 10.3293 8.6901 17.4948  -0.216
C 10.3856 7.9891 16.3309  -0.328
C 11.5957 7.7626 15.7206  -0.185
C 12.8097 8.1761 16.3456  -0.203
S 8.8141 7.4729 15.5817  2.410
O 7.9186 7.2530 16.6137  -0.965
O 9.0728 6.4279 14.6592  -0.973
N 8.4535 8.7848 14.7723  -0.973
C 8.0372 9.9609 15.5621  -0.352
C 7.9570 11.1501 14.6093  0.810
O 7.7644 12.2940 14.9521  -0.610
O 7.9522 10.7719 13.3448  -0.749
H 13.6512 9.6986 19.2292  0.209
H 14.6095 9.9522 17.7986  0.216
H 14.7186 8.3901 18.5730  0.215
H 11.5367 9.6760 18.9666  0.190
H 9.4091 8.8238 18.0272  0.234
H 11.5826 7.2676 14.7605  0.230
H 13.7361 8.0139 15.7553  0.207
H 8.7968 10.2777 16.3433  0.235
H 7.0007 9.7908 16.0139  0.232
O 11.0382 10.4838 14.1698  -0.608
C 11.3285 9.7529 13.2635  0.668
O 10.4773 9.0147 12.5568  -0.773
H 12.3436 9.6105 12.8857  0.094
O 10.2883 12.4383 8.7451  -0.687
C 9.4374 11.6654 8.0965  0.372
C 9.2326 11.7695 6.7439  -0.299
C 8.3052 10.9820 6.0425  -0.175
C 7.4610 10.1371 6.7463  -0.282
C 7.6601 9.9739 8.1285  -0.132
C 8.6154 10.7483 8.8077  -0.241
C 8.9093 10.5422 10.2613  0.797
O 9.6820 11.2675 10.9377  -0.678
O 8.2986 9.5103 10.7625  -0.751
H 10.2461 12.2716 9.7372  0.523
H 9.8517 12.5405 6.3176  0.213
H 8.2840 11.1893 4.9346  0.211
H 6.7330 9.4653 6.3102  0.208
H 7.1297 9.2605 8.7518  0.232
N 7.0253 13.2791 11.7078  -0.844
C 6.0396 12.9660 10.7865  0.775
N 5.2847 11.8588 11.0818  -0.857
O 5.8252 13.6849 9.8342  -0.673
H 7.2923 12.5732 12.3921  0.412
H 7.8190 13.7768 11.3679  0.391
H 5.7080 11.0928 11.5339  0.391
H 4.4609 11.6095 10.5483  0.393

## Properties
2S+1 = 4
Relative energy (zero: lowest compared OMol25 entry of this formula, charge and spin) = 0.0 kcal/mol
Charge = -1
Maximum force = 0.083 hartree/bohr
Frontier orbital gap (spin up / spin down) = 8.00 / 7.77 eV
<S²> = 3.766
Total energy = -74466.437 eV

> What is the maximum force in the fourth record?

0.083 hartree/bohr